# 1
Below is an isolated molecule of C5H8O at a distorted geometry, with properties calculated with the ωB97M-V functional and the def2-TZVPD basis.

XYZ file:
```
14
Properties=species:S:1:pos:R:3:forces:R:3
C -0.410 1.557 0.791 0.046 0.174 -0.011
C -0.711 0.113 0.505 -1.000 -0.284 0.589
C -0.735 -0.476 -0.912 -0.063 0.062 -0.050
C 0.403 -1.420 -0.589 0.256 0.013 0.014
C 1.582 -0.828 -0.412 0.248 -0.064 0.047
O -0.952 -0.637 1.434 -0.301 0.559 -0.301
H -1.396 2.008 0.944 0.110 0.153 -0.022
H 0.111 2.105 0.006 -0.059 -0.160 -0.051
H 0.139 1.626 1.732 -0.093 0.010 -0.107
H -1.723 -0.905 -1.107 0.328 -0.226 0.046
H -0.476 0.202 -1.733 -0.032 0.117 0.374
H 0.123 -2.367 -0.134 0.270 0.173 -0.044
H 2.313 -1.131 0.331 0.228 -0.525 -0.642
H 1.731 0.153 -0.857 0.063 0.000 0.158
```
Positions in Å, forces in eV/Å.

Computed properties:
**ΔE to the lowest compared entry with this formula, charge and spin**: 1.732 eV
**Kohn-Sham gap**: 10.357 eV
**Total charge**: 0
**Multiplicity**: 1

List of Mulliken charges in e, atom by atom:
1. C -1.064
2. C 0.622
3. C -0.431
4. C -0.293
5. C -0.557
6. O -0.582
7. H 0.328
8. H 0.298
9. H 0.316
10. H 0.268
11. H 0.283
12. H 0.291
13. H 0.261
14. H 0.261

***

# 2
Below is an isolated molecule of C5H8O, with properties calculated with the ωB97M-V functional and the def2-TZVPD basis.

XYZ file:
```
14
Properties=species:S:1:pos:R:3:forces:R:3
O 1.021 -0.780 1.095 -0.060 -0.174 0.162
C 0.107 0.252 0.772 -0.181 0.178 -0.115
C 0.932 1.280 -0.024 0.189 -0.056 -0.088
C 1.419 1.013 -1.383 -0.281 -0.049 0.269
C -1.150 -1.443 -0.578 -0.012 0.129 0.067
C -1.095 -0.254 0.014 -0.010 -0.164 -0.101
H 0.544 -1.435 1.621 0.155 0.053 -0.088
H -0.249 0.746 1.693 0.067 -0.085 -0.128
H 1.704 1.721 0.618 -0.134 0.002 -0.081
H 0.287 2.142 -0.318 0.036 -0.023 -0.047
H 0.754 0.227 -1.806 0.128 0.099 0.058
H -0.301 -2.122 -0.540 -0.133 0.089 0.000
H -2.030 -1.774 -1.121 0.104 0.088 0.095
H -1.945 0.427 -0.041 0.132 -0.087 -0.003
```
Positions in Å, forces in eV/Å.

Computed properties:
**ΔE to the lowest compared entry with this formula, charge and spin**: 4.952 eV
**Kohn-Sham gap**: 8.628 eV
**Total charge**: 0
**Multiplicity**: 1

List of Mulliken charges in e, atom by atom:
1. O -0.580
2. C 0.214
3. C -0.579
4. C -0.458
5. C -0.717
6. C -0.288
7. H 0.361
8. H 0.274
9. H 0.347
10. H 0.377
11. H 0.198
12. H 0.276
13. H 0.270
14. H 0.304

***

# 3
Below is an isolated molecule of C5H8O, with properties calculated with the ωB97M-V functional and the def2-TZVPD basis.

XYZ file:
```
14
Properties=species:S:1:pos:R:3:forces:R:3
C 0.456 1.790 0.206 0.036 -0.072 0.112
C 0.747 0.365 -0.236 -0.062 0.272 -0.345
O 1.138 -0.714 0.672 0.219 -0.362 -0.237
C 0.178 -1.594 0.019 0.132 -0.124 0.220
C -1.128 -1.081 0.490 -0.184 0.111 0.148
C -0.432 -0.451 -0.710 -0.148 0.163 -0.253
H 1.315 2.327 0.617 -0.033 -0.210 0.035
H -0.395 1.884 0.887 0.181 -0.192 0.021
H 0.175 2.305 -0.724 0.056 -0.030 0.196
H 1.541 0.396 -0.990 -0.166 0.059 -0.146
H 0.415 -2.594 -0.348 0.233 0.386 0.439
H -2.059 -1.617 0.341 0.223 -0.017 -0.260
H -1.009 -0.605 1.457 -0.398 0.163 -0.048
H -0.855 -0.401 -1.704 -0.089 -0.149 0.119
```
Positions in Å, forces in eV/Å.

Computed properties:
**ΔE to the lowest compared entry with this formula, charge and spin**: 2.525 eV
**Kohn-Sham gap**: 10.572 eV
**Total charge**: 0
**Multiplicity**: 1

List of Mulliken charges in e, atom by atom:
1. C -1.256
2. C 0.359
3. O -0.451
4. C -0.058
5. C -0.642
6. C -0.406
7. H 0.351
8. H 0.286
9. H 0.322
10. H 0.276
11. H 0.361
12. H 0.296
13. H 0.191
14. H 0.371

***

# 4
Below is an isolated molecule of C5H8O at a distorted geometry, with properties calculated with the ωB97M-V functional and the def2-TZVPD basis.

XYZ file:
```
14
Properties=species:S:1:pos:R:3:forces:R:3
C -1.341 -0.141 -0.726 0.613 1.726 -0.658
C -0.764 -0.488 0.556 0.291 1.465 0.387
C 0.683 -0.878 0.565 0.035 0.225 0.127
C 1.411 0.267 -0.191 0.384 -0.276 -0.208
O 0.701 1.449 0.025 0.164 0.055 -1.096
C -0.637 1.201 -0.213 -1.342 -2.508 2.208
H -0.971 -0.623 -1.628 -0.026 -0.032 -0.053
H -2.435 -0.068 -0.710 0.457 0.353 -0.221
H -1.355 -0.572 1.457 -0.091 -0.099 -0.205
H 0.929 -1.826 0.058 -0.297 0.214 0.102
H 1.044 -0.961 1.594 0.005 0.071 -0.083
H 1.396 0.084 -1.271 0.227 -0.317 0.072
H 2.435 0.410 0.151 -0.019 0.025 -0.124
H -1.168 2.079 0.179 -0.401 -0.903 -0.246
```
Positions in Å, forces in eV/Å.

Computed properties:
**ΔE to the lowest compared entry with this formula, charge and spin**: 2.909 eV
**Kohn-Sham gap**: 8.715 eV
**Total charge**: 0
**Multiplicity**: 1

List of Mulliken charges in e, atom by atom:
1. C -0.506
2. C -0.217
3. C -0.569
4. C -0.486
5. O -0.377
6. C -0.235
7. H 0.191
8. H 0.261
9. H 0.376
10. H 0.287
11. H 0.304
12. H 0.277
13. H 0.346
14. H 0.349

***

# 5
Below is an isolated molecule of C5H8O, with properties calculated with the ωB97M-V functional and the def2-TZVPD basis.

XYZ file:
```
14
Properties=species:S:1:pos:R:3:forces:R:3
O 1.475 -1.414 0.826 -0.065 0.064 0.277
C 0.864 -0.709 -0.247 -0.117 0.110 -0.317
C -0.679 -0.858 -0.305 -0.010 -0.076 -0.021
C -1.281 0.536 -0.009 -0.029 0.002 0.020
C -0.075 1.441 0.032 0.107 -0.070 -0.012
C 1.070 0.781 -0.129 -0.107 0.093 0.031
H 1.194 -0.979 1.643 0.093 -0.110 -0.068
H 1.338 -1.126 -1.142 -0.061 0.072 0.108
H -0.991 -1.208 -1.294 0.061 0.055 0.136
H -0.996 -1.618 0.416 0.040 0.110 -0.100
H -1.987 0.848 -0.788 0.108 -0.044 0.114
H -1.835 0.571 0.938 0.090 0.005 -0.131
H -0.161 2.515 0.181 0.039 -0.159 -0.024
H 2.063 1.222 -0.124 -0.147 -0.051 -0.012
```
Positions in Å, forces in eV/Å.

Computed properties:
**ΔE to the lowest compared entry with this formula, charge and spin**: 0.730 eV
**Kohn-Sham gap**: 10.639 eV
**Total charge**: 0
**Multiplicity**: 1

List of Mulliken charges in e, atom by atom:
1. O -0.578
2. C 0.059
3. C -0.669
4. C -0.503
5. C -0.224
6. C -0.686
7. H 0.360
8. H 0.338
9. H 0.263
10. H 0.295
11. H 0.277
12. H 0.259
13. H 0.396
14. H 0.412

***

# 6
Below is an isolated molecule of C5H8O at a distorted geometry, with properties calculated with the ωB97M-V functional and the def2-TZVPD basis.

XYZ file:
```
14
Properties=species:S:1:pos:R:3:forces:R:3
O -0.685 -0.409 2.429 0.165 0.113 -0.434
C -0.266 -0.204 1.315 -0.080 0.030 0.274
C 0.378 -1.251 0.410 -0.151 0.094 -0.113
C 0.414 -0.598 -0.982 -0.554 -0.103 -0.374
C -0.106 0.864 -0.886 -0.310 0.241 -0.088
C -0.298 1.149 0.596 -0.040 0.171 0.102
H 1.341 -1.549 0.855 -0.140 0.294 -0.335
H -0.236 -2.158 0.413 0.067 0.163 0.119
H 1.304 -0.809 -1.587 -0.165 0.380 0.318
H -0.460 -0.884 -1.541 0.241 -1.779 -0.442
H -1.118 0.856 -1.357 0.751 0.296 0.270
H 0.481 1.580 -1.461 0.119 0.079 0.361
H 0.502 1.767 1.015 -0.054 -0.032 0.059
H -1.252 1.644 0.780 0.149 0.053 0.282
```
Positions in Å, forces in eV/Å.

Computed properties:
**ΔE to the lowest compared entry with this formula, charge and spin**: 0.584 eV
**Kohn-Sham gap**: 10.408 eV
**Total charge**: 0
**Multiplicity**: 1

List of Mulliken charges in e, atom by atom:
1. O -0.575
2. C 0.356
3. C -0.437
4. C -0.461
5. C -0.713
6. C -0.447
7. H 0.269
8. H 0.291
9. H 0.410
10. H 0.158
11. H 0.257
12. H 0.326
13. H 0.248
14. H 0.319

***

# 7
Below is an isolated molecule of C5H8O at a distorted geometry, with properties calculated with the ωB97M-V functional and the def2-TZVPD basis.

XYZ file:
```
14
Properties=species:S:1:pos:R:3:forces:R:3
C -1.609 -1.080 0.249 0.555 0.333 -0.217
O -0.549 -2.010 -0.256 -0.378 0.318 -0.445
C -0.192 -0.781 0.150 0.467 1.643 -1.549
C 1.044 -0.223 0.750 0.282 0.082 0.279
C 0.740 1.148 0.125 0.625 0.373 0.240
C -0.108 0.613 -1.017 1.064 -0.626 0.375
H -2.100 -1.532 1.128 -0.003 0.788 -0.660
H -1.598 -0.225 -0.562 -3.381 -1.975 1.109
H 1.890 -0.711 0.254 0.023 0.129 0.123
H 1.160 -0.280 1.832 0.015 -0.082 0.004
H 1.604 1.740 -0.158 0.175 0.213 0.113
H 0.112 1.729 0.811 0.159 -0.043 -0.135
H 0.436 0.234 -1.880 0.438 0.096 0.057
H -0.831 1.377 -1.427 -0.040 -1.249 0.705
```
Positions in Å, forces in eV/Å.

Computed properties:
**ΔE to the lowest compared entry with this formula, charge and spin**: 5.206 eV
**Kohn-Sham gap**: 10.223 eV
**Total charge**: 0
**Multiplicity**: 1

List of Mulliken charges in e, atom by atom:
1. C -0.650
2. O -0.503
3. C 0.641
4. C -0.463
5. C -0.423
6. C -0.948
7. H 0.303
8. H 0.280
9. H 0.239
10. H 0.308
11. H 0.307
12. H 0.231
13. H 0.290
14. H 0.388

***

# 8
Below is an isolated molecule of C5H8O at a distorted geometry, with properties calculated with the ωB97M-V functional and the def2-TZVPD basis.

XYZ file:
```
14
Properties=species:S:1:pos:R:3:forces:R:3
C -0.137 1.125 -1.863 0.588 3.452 -0.071
C 0.380 0.579 -0.603 0.737 -1.310 1.327
C -0.396 0.076 0.377 -0.664 -0.220 -2.012
O -1.792 0.165 0.168 0.139 0.324 0.514
C -0.074 -0.985 1.319 0.873 0.368 2.518
C 1.091 -1.597 1.550 0.152 0.548 -1.595
H 0.404 0.919 -2.800 -0.473 -0.928 0.464
H -1.214 1.075 -1.834 -0.229 -0.518 -0.734
H 0.046 2.256 -1.869 -0.236 -0.995 0.257
H 1.451 0.425 -0.432 -0.236 0.111 -0.392
H -2.141 0.868 0.732 0.011 -0.161 -0.106
H -0.779 -1.133 2.138 -0.674 -0.385 -0.748
H 1.957 -1.291 0.971 0.096 -0.363 -0.138
H 1.204 -2.481 2.144 -0.084 0.077 0.716
```
Positions in Å, forces in eV/Å.

Computed properties:
**ΔE to the lowest compared entry with this formula, charge and spin**: 2.231 eV
**Kohn-Sham gap**: 9.267 eV
**Total charge**: 0
**Multiplicity**: 1

List of Mulliken charges in e, atom by atom:
1. C -1.106
2. C -0.079
3. C 0.384
4. O -0.528
5. C -0.151
6. C -0.727
7. H 0.330
8. H 0.328
9. H 0.254
10. H 0.237
11. H 0.331
12. H 0.272
13. H 0.186
14. H 0.271

***

Which value of ΔE to the lowest compared entry with this formula, charge and spin does entry 4 give? 2.909 eV